(1)
{
  "formula": "C10H27CoNO6",
  "method": "ωB97M-V with the def2-TZVPD basis set",
  "species": ["Co", "C", "O", "C", "C", "N", "C", "C", "O", "C", "H", "H", "H", "H", "H", "H", "H", "H", "H", "H", "H", "H", "H", "H", "H", "C", "C", "O", "O", "H", "H", "H", "H", "H", "H", "C", "C", "O", "O", "H", "H", "H", "H", "H", "H"],
  "coordinates": [[0.3850, 0.8762, 0.2725], [-2.2727, -4.7956, -1.6065], [-1.7060, -3.6742, -0.9149], [-2.2651, -2.4433, -1.3004], [-1.7655, -1.3434, -0.3844], [-0.3879, -0.8536, -0.6823], [0.5730, -1.9148, -0.3071], [1.9980, -1.4554, -0.3412], [2.1003, -0.1834, 0.3562], [3.4764, 0.2195, 0.4615], [-2.0925, -4.7062, -2.6814], [-3.3234, -4.9301, -1.3588], [-1.7125, -5.6700, -1.2817], [-3.3560, -2.4329, -1.3369], [-1.8884, -2.1920, -2.3162], [-1.8461, -1.6115, 0.6704], [-2.4568, -0.5020, -0.5030], [-0.4176, -0.7930, -1.7001], [0.4524, -2.8105, -0.9213], [0.3664, -2.2984, 0.6946], [2.4524, -1.3905, -1.3355], [2.6294, -2.1686, 0.1974], [4.0398, -0.5662, 0.9658], [3.5263, 1.1466, 1.0148], [3.9089, 0.3328, -0.5356], [1.2856, 3.5953, -0.0611], [1.5795, 2.9352, -1.3911], [0.6365, 1.8589, -1.5786], [1.4803, 2.6118, 0.9573], [0.2543, 3.9569, -0.0205], [1.9139, 4.4840, 0.0225], [2.5896, 2.5228, -1.3905], [1.5320, 3.7080, -2.1599], [0.4022, 1.7665, -2.5076], [1.8571, 2.9890, 1.7585], [-1.6472, 2.2872, 1.8981], [-1.3394, 1.1429, 2.8208], [-0.1897, 0.4405, 2.2743], [-1.5781, 1.8888, 0.4969], [-1.0867, 3.2094, 2.0745], [-2.6688, 2.6363, 2.0971], [-2.1544, 0.4250, 2.8805], [-1.1230, 1.5706, 3.7995], [0.0954, -0.2511, 2.8804], [-2.2568, 2.3823, 0.0231]],
  "energy_ev": -62194.521,
  "s_squared": 3.7553,
  "multiplicity": 4,
  "homo_ev": [-15.180, -15.183],
  "total_charge": 2,
  "e_above_lowest_kcal_mol": 0.00
}


(2)
{
  "formula": "C18H53Li2O17",
  "method": "ωB97M-V with the def2-TZVPD basis set",
  "species": ["Li", "Li", "C", "C", "O", "H", "H", "H", "H", "H", "C", "C", "O", "O", "H", "H", "H", "H", "H", "H", "C", "C", "O", "O", "H", "H", "H", "H", "H", "H", "C", "C", "O", "O", "H", "H", "H", "H", "H", "H", "C", "C", "O", "O", "H", "H", "H", "H", "H", "H", "C", "C", "O", "O", "H", "H", "H", "H", "H", "H", "C", "C", "O", "O", "H", "H", "H", "H", "H", "H", "C", "C", "O", "O", "H", "H", "H", "H", "H", "H", "C", "C", "O", "O", "H", "H", "H", "H", "H", "H"],
  "coordinates": [[-0.4329, 3.3735, 0.5324], [-2.7455, 0.7080, 0.2285], [-0.2535, -0.9150, -0.0308], [0.0116, 0.5305, -0.3958], [-0.8580, 1.3897, 0.2912], [-1.3123, -1.1521, -0.1915], [-0.0630, -1.2208, 1.0024], [0.3205, -1.6172, -0.6390], [-0.0766, 0.6126, -1.4921], [1.0623, 0.8115, -0.2191], [1.6767, -3.7177, 1.2390], [1.5300, -5.2201, 1.4387], [2.6757, -5.6985, 2.1214], [1.5400, -3.0925, 2.5313], [0.7890, -3.3579, 0.7101], [2.5760, -3.3882, 0.7197], [1.5534, -5.6143, 0.4079], [0.5660, -5.4241, 1.9027], [2.4852, -6.6018, 2.3966], [2.3269, -2.5699, 2.7537], [-4.5780, 1.4877, 2.1488], [-4.5917, -0.0194, 1.9964], [-3.3234, -0.5701, 1.7025], [-3.9608, 2.1009, 0.9796], [-3.8974, 1.7417, 2.9705], [-5.5296, 1.9575, 2.3947], [-5.3078, -0.2875, 1.2158], [-4.9532, -0.4212, 2.9482], [-2.7914, -0.6848, 2.5348], [-3.7324, 3.0082, 1.1897], [-1.0784, 1.3176, 3.3830], [-1.5337, 0.3310, 4.4802], [-1.9029, -0.9201, 3.9134], [0.0492, 0.7428, 2.6978], [-0.7455, 2.2464, 3.8647], [-1.8252, 1.5416, 2.6201], [-2.4327, 0.8057, 4.8952], [-0.8547, 0.2039, 5.3206], [-1.1008, -1.4554, 3.8468], [-0.1018, 0.9335, 1.7474], [2.2207, 3.9243, 0.3892], [1.5122, 4.9115, -0.4921], [0.3377, 4.2696, -1.0522], [1.5066, 3.7359, 1.6254], [3.1983, 4.3403, 0.6658], [2.4458, 3.0108, -0.1690], [2.1486, 5.1943, -1.3317], [1.2012, 5.8126, 0.0360], [0.3759, 4.2913, -2.0239], [2.0599, 3.1301, 2.1531], [0.0495, 2.3213, -3.9316], [1.1066, 3.3908, -4.1514], [0.5212, 4.6833, -3.8772], [-0.8214, 2.2124, -5.0517], [-0.5142, 2.4745, -3.0070], [0.5432, 1.3410, -3.8962], [1.5108, 3.3779, -5.1622], [1.9185, 3.1795, -3.4430], [1.2163, 5.3389, -4.0130], [-1.7300, 2.4268, -4.8355], [2.7880, -3.4013, -3.3318], [1.3710, -3.4282, -2.7923], [0.4956, -3.8162, -3.8436], [3.6212, -2.6830, -2.4317], [2.7326, -2.8921, -4.2981], [3.1226, -4.4280, -3.5086], [1.0465, -2.4592, -2.4244], [1.3204, -4.1292, -1.9514], [0.6611, -4.7201, -4.1255], [4.2787, -2.1891, -2.9251], [-3.0855, -1.9492, -2.4949], [-3.2675, -0.4416, -2.5912], [-3.9072, 0.1714, -1.4857], [-4.3064, -2.6420, -2.7039], [-2.7198, -2.2148, -1.4949], [-2.3334, -2.2579, -3.2176], [-3.7921, -0.2483, -3.5358], [-2.3093, 0.0512, -2.7954], [-4.8497, 0.2740, -1.6346], [-4.9412, -2.3411, -2.0470], [3.0405, 0.5594, 1.9247], [4.0952, -0.4839, 2.3214], [3.6522, -1.3841, 3.3000], [2.7208, 1.4643, 2.9973], [2.1108, 0.0659, 1.6283], [3.3952, 1.2008, 1.1179], [5.0310, 0.0103, 2.5944], [4.3403, -1.0046, 1.3935], [3.5008, -0.9114, 4.1257], [2.2011, 0.9654, 3.6415]],
  "energy_ev": -54737.971,
  "multiplicity": 1,
  "homo_ev": -11.481,
  "total_charge": 1
}


(3)
{
  "formula": "C42H114N6O12",
  "method": "ωB97M-V with the def2-TZVPD basis set",
  "species": ["C", "C", "C", "O", "C", "N", "H", "H", "H", "H", "H", "H", "H", "H", "H", "H", "H", "C", "C", "C", "O", "C", "N", "H", "H", "H", "H", "H", "H", "H", "H", "H", "H", "H", "C", "C", "C", "O", "C", "N", "H", "H", "H", "H", "H", "H", "H", "H", "H", "H", "H", "C", "C", "C", "O", "C", "N", "H", "H", "H", "H", "H", "H", "H", "H", "H", "H", "H", "C", "C", "C", "O", "C", "N", "H", "H", "H", "H", "H", "H", "H", "H", "H", "H", "H", "C", "C", "C", "O", "C", "N", "H", "H", "H", "H", "H", "H", "H", "H", "H", "H", "H", "C", "C", "C", "O", "H", "H", "H", "H", "H", "H", "H", "H", "C", "C", "C", "O", "H", "H", "H", "H", "H", "H", "H", "H", "C", "C", "C", "O", "H", "H", "H", "H", "H", "H", "H", "H", "C", "C", "C", "O", "H", "H", "H", "H", "H", "H", "H", "H", "C", "C", "C", "O", "H", "H", "H", "H", "H", "H", "H", "H", "C", "C", "C", "O", "H", "H", "H", "H", "H", "H", "H", "H"],
  "coordinates": [[-18.3491, -13.7642, -11.8175], [-17.1718, -13.7993, -10.8573], [-17.4185, -14.8320, -9.6768], [-18.5503, -14.5809, -8.8894], [-18.4492, -13.3636, -8.1471], [-15.9651, -14.0601, -11.6538], [-19.3020, -13.5585, -11.3298], [-18.5544, -14.6332, -12.4427], [-18.2510, -12.9136, -12.4920], [-17.0630, -12.7980, -10.4404], [-16.5185, -14.7919, -9.0633], [-17.5125, -15.8731, -9.9859], [-18.7939, -12.5426, -8.7758], [-17.4712, -13.1894, -7.6984], [-19.1148, -13.3781, -7.2841], [-15.7989, -13.2385, -12.2171], [-16.0877, -14.7664, -12.3653], [-20.4805, -18.3299, -1.4914], [-19.8582, -19.5251, -0.6800], [-18.9413, -18.9082, 0.3790], [-18.3750, -19.9374, 1.2048], [-17.5056, -19.4846, 2.2787], [-20.9719, -20.2907, -0.2172], [-19.7780, -17.7787, -2.1165], [-20.9293, -17.6194, -0.7972], [-21.2534, -18.7055, -2.1620], [-19.1532, -20.0609, -1.3157], [-19.4811, -18.1920, 0.9985], [-18.1248, -18.3493, -0.0782], [-18.0811, -19.1362, 3.1364], [-16.7623, -18.7949, 1.8787], [-17.0444, -20.3844, 2.6859], [-21.2521, -20.8882, -0.9817], [-20.5613, -20.9163, 0.4611], [-21.7325, -21.7236, -8.7187], [-20.3939, -21.3480, -9.3573], [-20.4478, -19.8929, -9.8656], [-20.7939, -18.8904, -8.8997], [-20.5798, -17.5857, -9.3310], [-19.4708, -21.4515, -8.3046], [-21.6637, -22.7849, -8.4799], [-22.6116, -21.5966, -9.3505], [-21.8737, -21.2816, -7.7324], [-20.1040, -22.0110, -10.1724], [-21.1718, -19.8969, -10.6804], [-19.4619, -19.7295, -10.3008], [-19.6115, -17.4363, -9.8087], [-20.5130, -16.8306, -8.5478], [-21.4047, -17.4284, -10.0259], [-19.7179, -20.7774, -7.5942], [-18.5830, -21.0729, -8.6024], [-11.8110, -21.0944, -4.7860], [-11.9259, -21.0146, -6.3357], [-12.3073, -22.3784, -6.9688], [-12.6746, -22.2295, -8.3550], [-13.1409, -23.4566, -8.9236], [-12.9960, -20.0685, -6.5823], [-10.9145, -21.6288, -4.4716], [-12.6368, -21.6497, -4.3411], [-11.6964, -20.1114, -4.3294], [-11.0210, -20.5835, -6.7639], [-13.1308, -22.7385, -6.3522], [-11.5494, -23.1435, -6.8002], [-12.3891, -24.2454, -8.9481], [-13.4713, -23.3219, -9.9536], [-14.0496, -23.7621, -8.4048], [-13.4931, -20.3823, -7.4036], [-13.6083, -20.1810, -5.7870], [-21.4760, -15.3404, -6.2596], [-21.8067, -14.9257, -4.8458], [-20.9843, -13.7412, -4.3690], [-21.1903, -12.5320, -5.1357], [-20.9590, -11.3276, -4.3708], [-23.1941, -14.6922, -4.7116], [-22.1500, -16.1346, -6.5806], [-20.4154, -15.5716, -6.3584], [-21.5774, -14.5371, -6.9893], [-21.5460, -15.8024, -4.2530], [-19.9322, -13.9804, -4.2140], [-21.4021, -13.5381, -3.3829], [-21.5951, -11.3826, -3.4874], [-21.2573, -10.4761, -4.9823], [-19.8943, -11.1437, -4.2267], [-23.4715, -13.9692, -5.3600], [-23.4405, -14.3786, -3.7836], [-21.1130, -23.6277, -3.7549], [-21.1828, -22.1309, -3.4228], [-21.2476, -21.2709, -4.7267], [-21.4529, -19.9064, -4.4361], [-21.4277, -19.0965, -5.6038], [-22.3286, -21.8110, -2.7179], [-21.7742, -23.7841, -4.6073], [-21.2238, -24.3089, -2.9113], [-20.1225, -23.8627, -4.1444], [-20.2324, -21.8562, -2.9652], [-22.0092, -21.5412, -5.4581], [-20.3191, -21.4560, -5.2670], [-20.5805, -19.2351, -6.2755], [-21.5407, -18.0527, -5.3110], [-22.3068, -19.3578, -6.1928], [-22.3280, -20.8072, -2.8293], [-23.1899, -22.0596, -3.1832], [-16.7246, -24.9311, -4.5244], [-16.2674, -23.7396, -5.2762], [-17.3369, -22.7602, -5.5891], [-15.4023, -23.0447, -4.3976], [-17.2853, -24.6475, -3.6338], [-15.8685, -25.5532, -4.2636], [-17.3793, -25.5696, -5.1175], [-15.8299, -24.0247, -6.2330], [-16.9057, -21.9214, -6.1355], [-17.7520, -22.3759, -4.6574], [-18.1837, -23.1451, -6.1573], [-14.7918, -23.7289, -4.1132], [-14.0197, -18.6026, -3.0787], [-14.5602, -20.0430, -2.9958], [-15.8006, -20.0417, -2.0505], [-14.9566, -20.4148, -4.2720], [-13.1268, -18.4791, -3.6916], [-13.7589, -18.2778, -2.0714], [-14.7640, -17.8904, -3.4349], [-13.8782, -20.7734, -2.5603], [-16.4561, -20.9080, -2.1398], [-16.5353, -19.2583, -2.2366], [-15.4337, -20.0552, -1.0242], [-15.1731, -21.3494, -4.2366], [-14.5727, -14.1870, -4.8813], [-15.1996, -13.5028, -3.7010], [-16.6027, -13.9835, -3.3685], [-14.3536, -13.5533, -2.5257], [-13.5817, -13.7733, -5.0685], [-15.1022, -14.2395, -5.8326], [-14.4591, -15.2431, -4.6365], [-15.2671, -12.4393, -3.9300], [-17.3489, -13.5630, -4.0427], [-16.8911, -13.7701, -2.3392], [-16.5812, -15.0729, -3.3415], [-14.2357, -14.4608, -2.2359], [-12.6419, -16.4315, -7.0108], [-11.2978, -17.1445, -7.3112], [-10.0336, -16.2275, -7.3074], [-11.1428, -18.0796, -6.2665], [-12.8389, -15.6789, -7.7743], [-12.6192, -15.9008, -6.0590], [-13.5548, -17.0247, -6.9577], [-11.1787, -17.7500, -8.2096], [-10.2264, -15.4139, -8.0067], [-9.1347, -16.7812, -7.5784], [-9.9710, -15.8363, -6.2919], [-11.9361, -18.6202, -6.2572], [-16.3777, -20.7571, -10.7756], [-15.7254, -20.0931, -9.5390], [-15.4008, -18.6027, -9.6938], [-16.6402, -20.1783, -8.4535], [-15.6587, -20.8669, -11.5875], [-17.2590, -20.1856, -11.0671], [-16.7899, -21.7384, -10.5406], [-14.7894, -20.5900, -9.2838], [-16.2121, -17.9348, -9.9833], [-14.6274, -18.4730, -10.4509], [-15.0328, -18.2193, -8.7421], [-16.4962, -19.4831, -7.8073], [-16.9351, -16.5991, -6.9866], [-16.7211, -17.4489, -5.7758], [-17.8726, -17.6581, -4.8142], [-16.3828, -18.7527, -6.2406], [-17.7817, -16.9258, -7.5904], [-16.0935, -16.5501, -7.6775], [-17.0922, -15.5576, -6.7060], [-15.8015, -17.0950, -5.3099], [-18.1705, -16.7403, -4.3072], [-17.7282, -18.4208, -4.0490], [-18.6916, -17.8422, -5.5094], [-15.8812, -19.2092, -5.5612]],
  "energy_ev": -78908.636,
  "multiplicity": 1,
  "homo_ev": -8.869,
  "e_above_lowest_kcal_mol": 44.75
}


(4)
{
  "formula": "C2H10NO2",
  "method": "ωB97M-V with the def2-TZVPD basis set",
  "species": ["C", "C", "N", "H", "H", "H", "H", "H", "H", "H", "H", "O", "H", "H", "O"],
  "coordinates": [[1.0392, 0.1876, -1.9007], [-1.0313, -0.7479, -1.3397], [-0.0154, -0.0608, -0.9653], [1.9837, 0.5381, -1.4366], [0.7968, 1.0385, -2.5715], [1.4494, -0.7383, -2.3674], [-1.2362, -0.8977, -2.3983], [-1.6452, -1.1181, -0.5474], [0.1677, 0.1753, 0.0172], [-1.6435, 0.6816, 2.0702], [-2.2566, -0.4807, 2.5738], [-1.8179, -0.2292, 1.7375], [2.4326, 0.5516, 1.1694], [1.6342, 0.4086, 2.5738], [1.6222, 0.6956, 1.6592]],
  "energy_ev": -7813.783,
  "multiplicity": 1,
  "homo_ev": -15.514,
  "total_charge": 1,
  "e_above_lowest_kcal_mol": 28.31
}


(5)
{
  "formula": "C3H3N3O",
  "method": "ωB97M-V with the def2-TZVPD basis set",
  "species": ["C", "C", "C", "N", "N", "N", "O", "H", "H", "H"],
  "coordinates": [[3.8023, -0.0803, -0.0653], [1.4816, -0.8501, 0.4841], [0.1702, -0.2169, 0.4898], [4.9141, -0.2240, -0.3815], [-1.2325, -1.5694, -0.8186], [2.4443, -0.0563, 0.1261], [-0.9914, -0.5669, -0.0696], [1.6914, -1.7821, 0.9139], [0.1004, 0.8954, 0.6649], [-2.2199, -1.3915, -1.0999]],
  "energy_ev": -9671.081,
  "multiplicity": 1,
  "homo_ev": [-9.167, -9.805],
  "e_above_lowest_kcal_mol": 146.98
}